Run i
Molecular formula: C3H6O2
Method: DFT, ωB97M-V/def2-TZVPD

Atoms and positions in Å:
O (0.871, 1.336, -0.827)
C (0.796, 0.798, 0.473)
C (-0.273, -0.336, 0.605)
C (-1.141, -0.798, -0.471)
O (0.143, -1.414, -0.257)
H (1.044, 0.584, -1.409)
H (1.799, 0.391, 0.757)
H (0.624, 1.628, 1.170)
H (-0.622, -0.516, 1.625)
H (-1.308, -0.117, -1.305)
H (-1.932, -1.558, -0.361)

Properties
Highest occupied orbital energy: -10.24 eV
2S+1: 1
Gap between HOMO and LUMO: 11.26 eV
Structure (SMILES): OC[C@H]1CO1
LUMO: 1.0 eV

Here are the Mulliken charges for atoms 1 to 6, given in e: -0.54, -0.42, 0.00, -0.32, -0.42, 0.32



Run ii
Molecular formula: C3H6O2
Method: DFT, ωB97M-V/def2-TZVPD

Atoms and positions in Å:
O (-1.764, 0.584, -1.087)
C (-1.130, 0.582, 0.038)
C (0.193, -0.174, 0.056)
C (1.220, -0.784, 0.880)
O (0.509, -1.395, -0.256)
H (-0.291, 0.787, -1.856)
H (-0.933, 1.543, 0.565)
H (-1.537, -0.115, 0.834)
H (0.499, 0.751, -1.701)
H (0.971, -1.222, 1.843)
H (2.264, -0.557, 0.683)

Properties
Highest occupied orbital energy (alpha / beta): -8.93 / -8.92 eV
2S+1: 1
Gap between HOMO and LUMO (alpha / beta): 8.48 / 8.48 eV
LUMO (alpha / beta): -0.4 / -0.4 eV

Here are the Mulliken charges for atoms 1 to 6, given in e: -0.64, 0.12, 0.09, -0.29, -0.27, 0.08



Run iii
Molecular formula: C3H6O2
Method: DFT, ωB97M-V/def2-TZVPD

Atoms and positions in Å:
C (0.106, -1.360, 0.170)
C (0.721, -0.274, 0.319)
C (1.405, 0.924, -0.090)
O (-2.268, -0.259, -0.238)
O (-1.433, 0.830, -0.525)
H (-1.077, -1.243, 0.104)
H (0.400, -2.398, 0.218)
H (1.472, 1.631, 0.759)
H (2.333, 0.813, -0.588)
H (0.868, 1.484, -0.901)
H (-2.527, -0.147, 0.773)

Properties
Highest occupied orbital energy (alpha / beta): -8.62 / -7.80 eV
2S+1: 1
Gap between HOMO and LUMO (alpha / beta): 8.46 / 7.34 eV
LUMO (alpha / beta): -0.2 / -0.5 eV

Here are the Mulliken charges for atoms 1 to 6, given in e: -0.45, 0.27, -0.87, -0.40, -0.48, 0.34



Name the most stable of them. run i.



Run i
Molecular formula: C3H6O2
Method: DFT, ωB97M-V/def2-TZVPD

Atoms and positions in Å:
O (-1.846, 0.566, -1.053)
C (-1.063, 0.759, -0.147)
C (-0.124, -0.242, 0.339)
C (1.147, -0.783, 0.851)
O (0.396, -1.383, -0.221)
H (-1.053, 1.639, 0.517)
H (-1.173, -0.317, 0.988)
H (1.053, -1.293, 1.810)
H (2.174, -0.499, 0.593)
H (-0.114, 0.762, -1.941)
H (0.600, 0.791, -1.736)

Properties
Highest occupied orbital energy: -9.88 eV
2S+1: 1
Gap between HOMO and LUMO: 10.59 eV
Structure (SMILES): O=C[C@@H]1CO1.[H][H]
LUMO: 0.7 eV

Here are the Mulliken charges for atoms 1 to 6, given in e: -0.51, -0.22, 0.32, -0.20, -0.35, 0.31



Run ii
Molecular formula: C3H6O2
Method: DFT, ωB97M-V/def2-TZVPD

Atoms and positions in Å:
C (1.364, 0.542, 0.500)
O (0.728, 0.460, -0.751)
C (-0.646, 0.249, -0.616)
C (-1.132, -1.120, -0.134)
O (-2.293, -1.245, 0.182)
H (1.034, 1.429, 1.064)
H (1.159, -0.350, 1.112)
H (2.435, 0.607, 0.305)
H (-1.087, 0.409, -1.605)
H (-1.119, 0.994, 0.047)
H (-0.451, -2.004, -0.076)

Properties
Highest occupied orbital energy: -9.79 eV
2S+1: 1
Gap between HOMO and LUMO: 10.73 eV
Structure (SMILES): COCC=O
LUMO: 0.9 eV

Here are the Mulliken charges for atoms 1 to 6, given in e: -0.69, -0.34, -0.33, 0.03, -0.47, 0.30



Name the most stable of them. run ii.



Run i
Molecular formula: C3H6O2
Method: DFT, ωB97M-V/def2-TZVPD

Atoms and positions in Å:
O (-1.828, 0.953, 0.473)
C (-1.290, 0.094, 1.102)
O (-1.913, -0.630, 2.054)
H (-0.266, -0.276, 0.971)
H (-2.774, -0.206, 2.222)
C (1.777, 0.173, -0.678)
C (0.798, 0.119, -1.573)
H (2.799, -0.044, -0.978)
H (1.775, 0.183, 0.413)
H (1.080, -0.012, -2.617)
H (-0.159, -0.353, -1.391)

Properties
Highest occupied orbital energy: -10.04 eV
2S+1: 1
Gap between HOMO and LUMO: 10.88 eV
Structure (SMILES): O=CO.C=C
LUMO: 0.8 eV

Here are the Mulliken charges for atoms 1 to 6, given in e: -0.47, 0.43, -0.45, 0.12, 0.34, -0.49



Run ii
Molecular formula: C3H6O2
Method: DFT, ωB97M-V/def2-TZVPD

Atoms and positions in Å:
C (1.384, 0.572, 0.519)
C (0.326, -0.112, 0.106)
O (0.226, -1.474, 0.130)
C (-0.923, 0.489, -0.484)
O (-2.077, -0.251, -0.180)
H (2.245, 0.077, 0.952)
H (1.433, 1.651, 0.441)
H (1.083, -1.852, 0.365)
H (-0.805, 0.596, -1.571)
H (-1.064, 1.489, -0.075)
H (-1.828, -1.185, -0.203)

Properties
Highest occupied orbital energy: -9.19 eV
2S+1: 1
Gap between HOMO and LUMO: 9.90 eV
Structure (SMILES): C=C(O)CO
LUMO: 0.7 eV

Here are the Mulliken charges for atoms 1 to 6, given in e: -1.04, 0.82, -0.54, -0.34, -0.53, 0.23



Name the most stable of them. run ii.



Run i
Molecular formula: C3H6O2
Method: DFT, ωB97M-V/def2-TZVPD

Atoms and positions in Å:
C (-1.226, -0.334, -0.913)
C (-2.522, 0.404, -0.731)
O (-2.612, 1.602, -0.703)
H (-0.735, 0.047, -1.798)
H (-1.412, -1.407, -0.933)
H (-0.496, -0.160, -0.117)
H (-3.415, -0.227, -0.619)
C (3.101, 0.026, 1.456)
O (2.413, -0.038, 0.478)
H (2.714, 0.249, 2.467)
H (4.190, -0.163, 1.412)

Properties
Highest occupied orbital energy: -9.74 eV
2S+1: 1
Gap between HOMO and LUMO: 10.48 eV
Structure (SMILES): CC=O.C=O
LUMO: 0.7 eV

Here are the Mulliken charges for atoms 1 to 6, given in e: -0.64, 0.12, -0.47, 0.25, 0.28, 0.17



Run ii
Molecular formula: C3H6O2
Method: DFT, ωB97M-V/def2-TZVPD

Atoms and positions in Å:
C (0.862, -1.133, 0.593)
O (0.534, -0.601, -0.677)
C (0.099, 0.735, -0.625)
C (-1.376, 0.781, -0.261)
O (-1.872, 1.582, 0.493)
H (1.929, -0.991, 0.811)
H (0.277, -0.668, 1.398)
H (0.639, -2.203, 0.576)
H (0.218, 1.152, -1.633)
H (0.670, 1.354, 0.082)
H (-1.980, -0.009, -0.758)

Properties
Highest occupied orbital energy: -9.75 eV
2S+1: 1
Gap between HOMO and LUMO: 10.70 eV
Structure (SMILES): COCC=O
LUMO: 0.9 eV

Here are the Mulliken charges for atoms 1 to 6, given in e: -0.64, -0.36, -0.39, 0.11, -0.46, 0.23



Name the most stable of them. run ii.



Run i
Molecular formula: C3H6O2
Method: DFT, ωB97M-V/def2-TZVPD

Atoms and positions in Å:
C (1.266, -0.404, 0.057)
C (-0.030, 0.397, 0.134)
O (-0.067, 1.324, -0.909)
C (-1.287, -0.428, 0.188)
O (-2.281, -0.124, -0.431)
H (2.130, 0.260, 0.155)
H (1.335, -1.175, 0.832)
H (1.334, -0.885, -0.924)
H (-0.147, 0.890, 1.124)
H (-0.992, 1.364, -1.202)
H (-1.274, -1.241, 0.942)

Properties
Highest occupied orbital energy: -10.22 eV
2S+1: 1
Gap between HOMO and LUMO: 10.97 eV
Structure (SMILES): C[C@@H](O)C=O
LUMO: 0.7 eV

Here are the Mulliken charges for atoms 1 to 6, given in e: -1.17, 0.42, -0.53, 0.00, -0.51, 0.29



Run ii
Molecular formula: C3H6O2
Method: DFT, ωB97M-V/def2-TZVPD

Atoms and positions in Å:
C (-1.389, 0.649, 0.392)
O (-0.754, -0.389, 0.788)
C (0.507, -0.762, 0.610)
C (1.539, 0.127, 0.159)
O (2.708, -0.203, 0.039)
H (-0.886, 1.459, -0.122)
H (-0.934, -0.298, -1.792)
H (-2.430, 0.684, 0.682)
H (-0.298, -0.692, -1.703)
H (0.711, -1.747, 1.006)
H (1.225, 1.172, -0.059)

Properties
Highest occupied orbital energy (alpha / beta): -8.39 / -8.55 eV
2S+1: 1
Gap between HOMO and LUMO (alpha / beta): 7.70 / 8.26 eV
LUMO (alpha / beta): -0.7 / -0.3 eV

Here are the Mulliken charges for atoms 1 to 6, given in e: -0.36, -0.22, -0.11, 0.06, -0.51, 0.30



Name the most stable of them. run i.



Run i
Molecular formula: CH12NO4
Method: DFT, ωB97M-V/def2-TZVPD

Atoms and positions in Å:
C (1.708, 0.013, 1.827)
N (2.158, 0.173, 0.641)
H (2.213, 0.357, 2.723)
H (0.750, -0.476, 1.957)
H (1.418, 0.129, -0.159)
H (2.941, 0.813, 0.618)
H (-0.472, -3.878, -1.235)
H (-1.840, -3.200, -1.025)
O (-0.976, -3.094, -1.466)
H (0.157, -1.397, -1.494)
H (-0.439, -0.077, -1.026)
O (0.379, -0.603, -0.963)
H (-1.582, 1.606, 2.190)
H (-1.284, 1.656, 0.759)
O (-0.961, 1.221, 1.566)
H (-0.853, 2.849, -1.517)
H (-2.230, 2.336, -1.608)
O (-1.452, 2.222, -1.078)

Properties
Highest occupied orbital energy: -14.95 eV
2S+1: 1
Gap between HOMO and LUMO: 10.75 eV
Total charge: +1
LUMO: -4.2 eV

Here are the Mulliken charges for atoms 1 to 6, given in e: -0.16, -0.17, 0.30, 0.28, 0.42, 0.29



Run ii
Molecular formula: CH12NO4
Method: DFT, ωB97M-V/def2-TZVPD

Atoms and positions in Å:
C (-0.739, -0.528, -2.496)
N (-0.275, -0.300, -1.319)
H (-0.164, -0.866, -3.355)
H (-1.795, -0.339, -2.697)
H (-0.949, 0.203, -0.677)
H (0.182, -1.126, -0.887)
H (0.749, -2.978, 0.633)
H (-0.156, -3.726, -0.242)
O (0.349, -2.905, -0.243)
H (-2.768, 0.739, 0.704)
H (-1.635, 1.341, 1.348)
O (-1.807, 0.744, 0.602)
H (1.957, 1.778, -0.534)
H (3.011, 1.088, 0.418)
O (2.603, 1.064, -0.447)
H (0.234, 1.904, 3.841)
H (0.974, 2.156, 2.454)
O (0.230, 1.752, 2.895)

Properties
Highest occupied orbital energy: -14.71 eV
2S+1: 1
Gap between HOMO and LUMO: 9.66 eV
Total charge: +1
LUMO: -5.1 eV

Here are the Mulliken charges for atoms 1 to 6, given in e: -0.11, -0.08, 0.30, 0.25, 0.35, 0.32



Run iii
Molecular formula: CH12NO4
Method: DFT, ωB97M-V/def2-TZVPD

Atoms and positions in Å:
C (-2.070, -0.198, 1.056)
N (-1.374, -0.689, 0.013)
H (-2.358, -0.868, 1.907)
H (-1.945, 0.850, 1.175)
H (-0.807, 0.021, -0.443)
H (-1.173, -1.731, 0.026)
H (3.007, 2.813, 0.061)
H (1.860, 3.513, 0.877)
O (2.056, 2.861, 0.199)
H (0.492, 2.475, 0.109)
H (-0.734, 2.614, -0.865)
O (-0.540, 2.208, -0.029)
H (3.452, 0.143, -2.511)
H (3.607, -1.235, -2.268)
O (2.913, -0.585, -2.201)
H (-1.504, -4.506, 0.577)
H (-2.763, -3.976, 1.492)
O (-2.118, -3.711, 0.825)

Properties
Highest occupied orbital energy: -14.29 eV
2S+1: 1
Gap between HOMO and LUMO: 9.23 eV
Total charge: +1
LUMO: -5.1 eV

Here are the Mulliken charges for atoms 1 to 6, given in e: -0.12, -0.13, 0.27, 0.34, 0.33, 0.31



Name the most stable of them. run i.